1.
Density functional theory data (ωB97M-V/def2-TZVPD) for a 3-piece molecular cluster, C4H15NO2S overall.

Last columns: bonded neighbours and bond lengths (Å).
Geometry (Å):
1 C 0.8586 -0.6316 -1.5739  C2 1.524, H7 1.098, H8 1.092, H9 1.084
2 C -0.0455 -0.0430 -0.4969  C1 1.524, C3 1.532, N6 1.474, H10 1.093
3 C -0.2657 -1.0150 0.6672  C2 1.532, C4 1.529, H11 1.086, H12 1.097
4 C -1.0140 -0.4235 1.8628  C3 1.529, S5 1.813, H13 1.099, H14 1.094
5 S -0.2754 1.1367 2.4185  C4 1.813, H15 1.339
6 N -1.2861 0.4386 -1.1296  C2 1.474, H16 1.018, H17 1.016
7 H 1.6872 -1.2175 -1.1535  C1 1.098
8 H 1.3065 0.1815 -2.1483  C1 1.092
9 H 0.2942 -1.2637 -2.2504  C1 1.084
10 H 0.4274 0.8591 -0.0995  C2 1.093
11 H -0.8306 -1.8842 0.3445  C3 1.086
12 H 0.7460 -1.2845 0.9945  C3 1.097
13 H -2.0519 -0.2199 1.5637  C4 1.099
14 H -1.0793 -1.1702 2.6597  C4 1.094
15 H -1.0408 1.3081 3.5037  S5 1.339
16 H -1.6532 -0.2563 -1.7764  N6 1.018
17 H -2.0255 0.4771 -0.4340  N6 1.016
18 H 2.6921 -1.2444 2.0757  O20 0.965
19 H 2.5186 0.1882 2.4834  O20 0.970
20 O 3.0230 -0.3623 1.8648  H18 0.965, H19 0.970
21 H -0.9582 2.7806 -2.8030  O23 0.970
22 H -0.4289 1.4097 -3.0516  O23 0.966
23 O -0.5987 2.2363 -3.5213  H21 0.970, H22 0.966

Summary:
- energy above the lowest of the compared OMol25 structures with the same formula, charge and spin (kJ/mol) = 21.5
- HOMO-LUMO gap (eV) = 9.988
- SMILES = C[C@@H](N)CCS.O.O
- max |F| (eV/A) = 0.9
- HOMO (eV) = -9.522

These are the Löwdin partial charges, in e, on atoms 1 to 6: C -0.0555; C -0.4827; C -0.2478; C -0.5558; S 0.7344; N 0.0383


2.
Density functional theory data (ωB97M-V/def2-TZVPD) for a 4-piece molecular cluster, C4H15NO3 overall in a non-equilibrium geometry.

Last columns: bonded neighbours and bond lengths (Å).
Geometry (Å):
1 C 3.5375 0.3536 0.4673  C2 1.535, H6 1.124, H7 1.100, H8 1.111
2 C 2.3356 1.2294 0.0891  C1 1.535, C3 1.536, H9 1.084, H10 1.112
3 C 1.4106 0.5520 -0.9324  C2 1.536, C4 1.320, H11 1.099
4 C 0.1392 0.2713 -0.7143  C3 1.320, N5 1.446, H12 1.102
5 N -0.8941 0.1021 -1.7118  C4 1.446, H13 1.018, H14 1.007
6 H 4.5162 0.8433 0.2125  C1 1.124
7 H 3.5988 -0.5724 -0.1226  C1 1.100
8 H 3.5914 0.3678 1.5764  C1 1.111
9 H 1.6306 1.1553 0.9086  C2 1.084
10 H 2.4426 2.3131 -0.1343  C2 1.112
11 H 1.9540 0.3367 -1.8636  C3 1.099
12 H -0.3877 0.5150 0.2224  C4 1.102
13 H -1.5260 -0.6299 -1.3946  N5 1.018
14 H -0.3804 -0.1587 -2.5379  N5 1.007
15 H 0.0509 2.6306 2.3416  O17 0.965
16 H -0.8423 1.3729 2.6119  O17 0.962
17 O -0.8265 2.2497 2.2160  H15 0.965, H16 0.962
18 H -1.9752 -2.8498 1.3188  O20 0.963
19 H -2.0343 -1.3738 1.0725  O20 0.964
20 O -1.3995 -2.0876 1.1990  H18 0.963, H19 0.964
21 H -3.3305 -1.3145 -1.8054  O23 0.972
22 H -2.4625 -2.5321 -1.6193  O23 0.964
23 O -3.1819 -2.0533 -1.1919  H21 0.972, H22 0.964

Summary:
- energy above the lowest of the compared OMol25 structures with the same formula, charge and spin (kJ/mol) = 179.0
- HOMO-LUMO gap (eV) = 8.906
- SMILES = CC/C=C/N.O.O.O
- max |F| (eV/A) = 2.7
- HOMO (eV) = -8.318

These are the Löwdin partial charges, in e, on atoms 1 to 6: C -0.1155; C -0.2633; C -0.1499; C -0.2140; N 0.0404; H 0.0687


3.
Density functional theory data (ωB97M-V/def2-TZVPD) for a 4-piece molecular cluster, C4H15NO3 overall in a non-equilibrium geometry.

Last columns: bonded neighbours and bond lengths (Å).
Geometry (Å):
1 C 1.0662 1.3150 1.7249  C4 1.520, H6 1.086, H7 1.104, H8 1.091
2 N -0.3413 1.6210 -0.9083  C3 1.366, H9 1.016, H10 1.001
3 C -0.1317 0.3876 -0.3609  N2 1.366, C4 1.359, C5 1.515
4 C 0.6057 0.2269 0.7692  C1 1.520, C3 1.359, H11 1.083
5 C -0.5809 -0.7025 -1.3116  C3 1.515, H12 1.078, H13 1.081, H14 1.082
6 H 1.1298 1.0578 2.7777  C1 1.086
7 H 2.0680 1.6468 1.4002  C1 1.104
8 H 0.3788 2.1605 1.6722  C1 1.091
9 H -0.1951 2.4637 -0.3593  N2 1.016
10 H -0.9506 1.8492 -1.6685  N2 1.001
11 H 0.6557 -0.8211 1.0394  C4 1.083
12 H -0.5536 -0.2535 -2.2918  C5 1.078
13 H -1.5723 -0.8808 -0.9187  C5 1.081
14 H 0.0495 -1.5819 -1.2994  C5 1.082
15 H 2.3914 0.8681 -1.3061  O17 0.966
16 H 2.1269 0.0108 -2.5176  O17 0.970
17 O 2.8425 0.4915 -2.0731  H15 0.966, H16 0.970
18 H -0.2114 -3.1161 1.1578  O20 0.956
19 H -1.2626 -1.8364 0.9409  O20 0.973
20 O -0.8989 -2.6899 0.6476  H18 0.956, H19 0.973
21 H -2.5443 -0.7750 2.1314  O23 0.978
22 H -1.6600 0.2605 1.8142  O23 0.976
23 O -2.3282 -0.2599 1.3286  H21 0.978, H22 0.976

Summary:
- energy above the lowest of the compared OMol25 structures with the same formula, charge and spin (kJ/mol) = 129.3
- HOMO-LUMO gap (eV) = 8.328
- SMILES = C/C=C(/C)N.O.O.O
- max |F| (eV/A) = 2.4
- HOMO (eV) = -7.893

These are the Löwdin partial charges, in e, on atoms 1 to 6: C -0.1023; N 0.1020; C -0.4617; C -0.1754; C -0.0424; H 0.0629